(1)
4 unconnected molecules or ions with the total composition C34H70N5O2S2 in a non-equilibrium geometry. Source: OMol25; level of theory: ωB97M-V/def2-TZVPD.

Output
Kohn-Sham gap = 0.2914 hartree
HOMO = -11.497 eV
total energy = -69600.981 eV
lowest unoccupied orbital energy = -3.6 eV
energy above the lowest of the compared OMol25 structures with the same formula, charge and spin = 0.000 eV
net charge = +1

Geometry as XYZ:
```
113
Properties=species:S:1:pos:R:3:forces:R:3:lowdin_charge:R:1
C 6.425180 -1.242166 2.077462 -0.5186 -0.3357 0.3729 -0.09
C 6.058485 -2.729188 1.923491 0.1458 0.5206 0.0154 -0.22
C 4.689899 -3.001459 1.331143 0.4604 -0.1474 0.3332 -0.15
N 3.521713 -2.741946 2.236188 -0.1416 0.2374 0.2389 -0.01
C 2.394439 -3.706710 2.056034 -0.0772 0.2349 0.8913 -0.04
C 1.298285 -2.958425 1.258140 0.9155 0.0334 -0.3949 -0.19
C 0.085490 -2.559900 2.087898 -0.5994 -0.3908 -0.0128 -0.13
C -0.452326 -3.666868 3.017365 0.4313 0.3931 -0.0370 -0.15
C -0.108006 -3.449275 4.483343 -0.0007 -0.1945 0.2200 -0.28
O -1.144949 -4.016280 5.257047 -0.0602 -0.1509 -0.0709 -0.05
N 2.076594 -1.736538 0.823874 -1.1915 0.7750 0.8914 0.03
C 1.282539 -0.606739 0.305004 0.6038 -0.3345 -0.8002 -0.15
C 2.097855 0.214821 -0.709816 0.4805 0.0494 0.6409 -0.20
C 2.081582 1.717465 -0.434539 0.0545 -0.4820 -0.2884 -0.46
S 0.404803 2.390974 -0.277586 0.1233 0.4024 -0.0691 0.95
C -0.128038 2.136275 1.389852 -0.0471 -0.4221 0.2966 -1.06
S -1.519090 1.340233 1.617590 -0.3843 0.1309 -0.0762 0.77
N 0.580864 2.642960 2.484054 0.1148 0.2145 0.0532 -0.12
C 0.067268 2.784369 3.770846 -0.0622 -0.0789 0.5722 -0.09
C 1.060198 3.265607 4.543399 0.4061 -0.0134 -0.4913 -0.11
N 2.222360 3.439993 3.793120 -0.5998 -0.2630 -0.2078 0.09
C 1.893044 3.079556 2.586180 0.6296 0.3592 0.4852 -0.19
C 2.891181 -1.541686 1.883181 0.7106 -1.1001 -0.9781 -0.31
N 3.078821 -0.447508 2.540352 -0.2361 0.2534 -0.4182 0.14
O 3.890987 -0.340341 3.620339 0.2530 0.3367 0.3214 0.07
H 5.754617 -0.613621 1.495439 0.1343 0.1700 -0.3119 0.06
H 7.452485 -1.046723 1.806201 0.1648 0.0856 -0.1507 0.08
H 6.294276 -0.931495 3.107847 0.1200 0.1486 0.1431 0.06
H 6.770864 -3.186548 1.242242 0.0691 -0.1957 -0.0689 0.11
H 6.162517 -3.224976 2.884054 -0.0048 -0.2517 0.0627 0.11
H 4.642334 -4.057973 1.095438 -0.1239 -0.1425 -0.1256 0.12
H 4.596224 -2.436965 0.404309 -0.2271 0.0142 -0.1946 0.12
H 2.040878 -3.907271 3.060628 -0.1966 -0.1540 0.0432 0.10
H 2.724471 -4.661102 1.669804 0.1462 0.0613 -0.4561 0.13
H 1.028535 -3.479495 0.348134 -0.2345 -0.2286 -0.0575 0.16
H -0.715213 -2.290503 1.403951 -0.0205 0.2078 -0.0835 0.09
H 0.281588 -1.671809 2.689043 0.2313 0.1522 0.0290 0.12
H -1.532794 -3.706693 2.960330 -0.1921 -0.0905 -0.1216 0.12
H -0.039613 -4.623755 2.708333 -0.2959 -0.2968 -0.0932 0.12
H 0.841031 -3.941770 4.714742 0.1376 0.0897 0.1256 0.11
H -0.008760 -2.386500 4.724916 0.0206 0.1350 -0.1222 0.12
H -0.826594 -4.177282 6.147826 -0.0297 -0.0016 0.1211 0.09
H 0.450217 -1.050016 -0.224673 -0.3666 0.0422 0.2372 0.11
H 0.902962 0.006096 1.118476 -0.1807 -0.0498 0.0779 0.07
H 3.136563 -0.107111 -0.617141 0.1923 0.0030 -0.1499 0.10
H 1.820186 -0.005504 -1.733449 -0.2883 -0.0234 -0.1072 0.11
H 2.730637 1.929401 0.399952 -0.0104 0.1922 0.2991 0.05
H 2.524382 2.231834 -1.282088 -0.0618 0.2093 -0.1376 0.07
H -0.927187 2.546612 4.086341 -0.2602 -0.1389 -0.4423 0.10
H 1.001400 3.503022 5.586246 0.1106 0.0868 0.1920 0.11
H 2.601891 3.143215 1.786214 -0.2045 0.0448 -0.3703 0.11
H 2.611942 0.415740 2.288271 0.0786 0.1437 0.2612 0.16
H 4.041802 -1.248471 3.937601 -0.0750 -0.1755 -0.1312 0.13
C 3.090693 1.998403 -5.199136 0.0843 -0.0174 -0.0576 -0.11
C 4.069367 0.912399 -5.638414 -0.1312 0.0187 0.0447 -0.26
C 4.364552 -0.113376 -4.546348 0.0405 -0.0340 -0.0224 -0.23
C 5.027043 0.458360 -3.292435 -0.0784 0.0147 0.0837 -0.24
C 6.351769 1.181657 -3.526366 0.0731 -0.0974 0.0494 -0.27
C 7.441504 0.278239 -4.096132 -0.0269 0.1104 -0.0130 -0.10
H 3.484679 2.586135 -4.367465 -0.0063 0.0123 -0.0007 0.06
H 2.887533 2.688587 -6.017679 -0.0348 0.0185 0.0210 0.07
H 2.138452 1.560552 -4.888763 -0.0030 0.0050 0.0235 0.07
H 4.996911 1.373582 -5.985849 0.0174 -0.0208 0.0072 0.10
H 3.649956 0.388005 -6.499783 0.0292 0.0032 -0.0195 0.11
H 4.992591 -0.905627 -4.961374 0.0095 0.0003 0.0178 0.10
H 3.426223 -0.598809 -4.254356 -0.0095 0.0006 -0.0160 0.10
H 5.193400 -0.363446 -2.584725 0.0251 0.0050 0.0030 0.10
H 4.331368 1.146214 -2.797094 0.0060 0.0045 -0.0131 0.08
H 6.696876 1.589670 -2.572267 -0.0124 0.0407 -0.0131 0.10
H 6.202676 2.039015 -4.186962 -0.0334 0.0045 0.0042 0.10
H 7.635410 -0.565748 -3.430578 -0.0098 -0.0265 -0.0208 0.07
H 8.373676 0.830187 -4.215921 0.0187 -0.0290 -0.0010 0.07
H 7.168107 -0.117145 -5.074889 0.0043 -0.0201 0.0013 0.07
C -6.780302 -0.941895 -1.812111 0.0830 0.0103 -0.0885 -0.11
C -5.704055 -1.896734 -2.322434 -0.1149 -0.0037 0.0531 -0.26
C -5.253365 -2.917262 -1.277835 0.0547 -0.0071 -0.0504 -0.22
C -4.613856 -2.311673 -0.027846 -0.0476 -0.0001 0.0104 -0.22
C -3.396075 -1.429500 -0.293600 0.0621 -0.1118 0.0569 -0.27
C -2.231180 -2.178780 -0.935062 -0.0090 0.1329 -0.0012 -0.10
H -6.423941 -0.341003 -0.973450 -0.0194 -0.0082 0.0127 0.05
H -7.089081 -0.253457 -2.599630 -0.0262 0.0136 0.0217 0.07
H -7.664018 -1.492393 -1.484430 0.0013 0.0063 0.0374 0.08
H -4.847309 -1.321588 -2.685692 0.0159 -0.0184 -0.0055 0.10
H -6.094456 -2.438134 -3.187282 0.0300 0.0058 -0.0184 0.11
H -4.555840 -3.619024 -1.744647 0.0018 -0.0067 0.0138 0.10
H -6.115628 -3.515342 -0.969618 -0.0093 0.0057 -0.0065 0.11
H -4.324462 -3.125790 0.645181 0.0135 0.0016 0.0086 0.11
H -5.359621 -1.726316 0.516122 0.0043 -0.0002 -0.0029 0.10
H -3.058617 -1.010151 0.657524 -0.0213 0.0622 0.0254 0.06
H -3.671180 -0.577383 -0.920315 -0.0012 0.0116 0.0226 0.10
H -1.909348 -3.012806 -0.303825 -0.0471 -0.0629 -0.0624 0.07
H -1.377929 -1.508342 -1.075354 -0.0464 -0.0225 -0.0556 0.05
H -2.494878 -2.578911 -1.914122 0.0192 -0.0274 0.0016 0.08
C -4.055247 4.029191 1.416140 -0.0681 -0.1102 0.0954 -0.12
C -5.006116 2.911853 0.994119 0.1272 0.0299 -0.0395 -0.27
C -5.243326 2.852124 -0.513823 -0.0244 -0.0600 -0.0163 -0.23
C -5.902714 4.094300 -1.113879 0.0428 0.0569 0.0285 -0.22
C -7.256328 4.457877 -0.506396 -0.0638 -0.0618 -0.0965 -0.27
C -8.317173 3.377723 -0.701183 0.0174 0.0817 0.0925 -0.11
H -4.443999 5.016986 1.167611 -0.0011 -0.0040 -0.0308 0.07
H -3.892241 4.004605 2.495434 0.0415 0.0323 -0.0077 0.07
H -3.085444 3.910916 0.925354 0.0002 0.0632 -0.0283 0.05
H -5.955167 3.017883 1.525451 -0.0156 -0.0126 -0.0190 0.10
H -4.584758 1.952795 1.313044 -0.0380 -0.0131 0.0252 0.08
H -5.851142 1.971672 -0.741309 -0.0020 0.0170 -0.0093 0.08
H -4.283126 2.690655 -1.016646 0.0155 -0.0054 0.0163 0.11
H -6.028184 3.933535 -2.189001 -0.0154 0.0025 -0.0039 0.11
H -5.228379 4.950019 -1.016999 0.0098 -0.0117 0.0015 0.10
H -7.605803 5.382427 -0.972053 0.0092 0.0207 0.0294 0.11
H -7.147722 4.677104 0.559351 0.0248 0.0110 -0.0021 0.10
H -8.471216 3.171599 -1.762172 0.0129 -0.0334 -0.0045 0.08
H -9.271656 3.695387 -0.280416 -0.0178 -0.0253 -0.0205 0.07
H -8.038724 2.443417 -0.210623 -0.0040 -0.0170 -0.0168 0.06
```
Forces are in eV/Å.

***

(2)
6 unconnected molecules or ions with the total composition C34H70NO12S6 in a non-equilibrium geometry. Source: OMol25; level of theory: ωB97M-V/def2-TZVPD.

Output
Kohn-Sham gap = 0.3509 hartree
HOMO = -11.500 eV
total energy = -127458.161 eV
lowest unoccupied orbital energy = -2.0 eV
net charge = +1

Geometry as XYZ:
```
123
Properties=species:S:1:pos:R:3:forces:R:3:lowdin_charge:R:1
C 3.932147 -1.982698 3.685182 0.4614 -0.3378 0.0968 -0.14
C 4.847026 -1.886680 2.466510 0.0579 0.6267 0.1420 -0.24
C 4.169730 -1.254143 1.244642 0.2265 -0.2008 0.1579 -0.22
C 4.132284 0.266831 1.350626 -0.0099 -0.2365 -0.1650 -0.22
C 3.314292 0.949726 0.261771 0.4787 0.5416 0.1806 -0.20
C 3.232366 2.481395 0.476020 -0.1781 -0.5595 0.2007 -0.17
C 1.815166 2.991393 0.771789 0.4353 0.4921 0.1454 -0.17
C 1.541895 3.263983 2.267225 -0.6146 0.3419 -0.3543 -0.18
C 0.398693 2.452628 2.873973 0.6532 0.1409 0.3894 -0.18
C 0.755895 0.987288 3.167968 -0.5505 -0.1643 0.0397 -0.11
C 0.400346 -0.083741 2.120604 0.2861 0.2086 -0.4070 -0.24
C -0.650424 0.301728 1.049997 -0.9389 -0.0853 0.8821 -0.02
N -1.363014 -1.011769 0.686908 0.8914 0.7312 -1.3084 0.17
C -0.587047 -2.066342 1.409735 0.1396 -0.1750 0.4776 -0.39
O -1.270338 -3.255346 1.473306 0.4824 -0.1339 -0.1881 0.03
C -0.265535 -1.335588 2.713891 -0.5848 0.3940 -0.2066 -0.74
O -1.510576 -0.965821 3.270855 0.4000 -0.2016 0.0622 -0.03
S 0.707385 -2.440920 3.719444 -0.2320 -0.7080 0.3336 0.96
H 4.508876 -2.024908 4.609189 0.0477 0.0012 0.0249 0.08
H 3.286914 -1.103080 3.754777 0.2070 0.0399 -0.0787 0.03
H 3.311521 -2.880638 3.660881 0.0899 0.1317 -0.1268 0.04
H 5.308797 -2.842406 2.221032 -0.1505 -0.1187 0.0754 0.11
H 5.667088 -1.210936 2.729643 0.1409 -0.1416 -0.0359 0.11
H 4.756211 -1.532366 0.365441 -0.2078 0.0293 -0.1889 0.11
H 3.155321 -1.657122 1.122458 -0.0091 -0.0655 -0.0491 0.09
H 3.789692 0.569629 2.346343 -0.0696 0.0116 -0.0249 0.10
H 5.165218 0.615643 1.260287 -0.0127 0.1156 0.1571 0.13
H 2.302648 0.540945 0.212238 0.1511 -0.1077 -0.2355 0.07
H 3.824422 0.765950 -0.685647 -0.2933 -0.2420 -0.1398 0.11
H 3.850482 2.718969 1.345553 0.1472 0.1678 -0.1307 0.10
H 3.663137 3.006656 -0.372112 -0.0505 0.0349 -0.0480 0.09
H 1.677214 3.933011 0.239320 -0.0779 -0.2112 0.1160 0.07
H 1.062983 2.311411 0.362650 0.0531 -0.0288 -0.0244 0.09
H 1.243919 4.310973 2.359939 0.0813 0.0530 0.0277 0.11
H 2.448494 3.174018 2.869234 0.0010 -0.2176 0.0021 0.11
H -0.490701 2.571762 2.255319 -0.0493 -0.1121 -0.0198 0.11
H 0.155540 2.919076 3.830668 -0.1096 -0.0539 0.0246 0.11
H 0.244422 0.704216 4.091283 -0.0528 -0.0192 0.0031 0.11
H 1.822460 0.913427 3.388408 0.0091 0.0510 -0.0524 0.10
H 1.300698 -0.375195 1.573516 0.0294 -0.1055 0.2694 0.11
H -1.418938 0.910366 1.513990 0.0104 0.1785 -0.1308 0.13
H -0.300433 0.770466 0.137233 0.2179 -0.0663 0.0176 0.12
H -1.249469 -1.098979 -0.332072 -0.3166 -0.2768 -0.0467 0.12
H -2.367911 -1.009635 0.874122 0.0816 -0.2558 0.5583 0.16
H 0.380542 -2.149629 0.919574 -0.1114 -0.1159 -0.3084 0.13
H -0.752778 -3.937561 1.034938 0.0266 -0.0791 0.0660 0.12
H -1.466412 -0.962349 4.245304 -0.1106 0.2048 0.0364 0.03
H 1.693412 -1.665982 4.185693 -0.5397 0.3443 -0.1393 -0.12
C -4.492861 -2.319516 7.376899 0.0393 -0.0744 -0.1145 -0.21
C -4.067833 -3.589073 6.622422 0.0480 0.0744 0.0631 -0.20
C -2.794092 -3.249910 5.836362 -0.2552 -0.1149 -0.0171 -0.20
S -1.973606 -1.943145 6.768249 0.0032 -0.6489 0.0908 0.69
O -1.964996 -0.746715 5.945088 0.1183 0.0926 0.0700 -0.33
O -0.755214 -2.445147 7.341334 0.0653 0.2636 -0.0661 -0.31
C -3.226621 -1.774203 8.030674 -0.2775 0.1302 0.0001 -0.21
H -5.262194 -2.526058 8.118532 -0.0052 0.0122 0.0061 0.12
H -4.892149 -1.585425 6.672640 -0.0075 0.0437 0.0334 0.11
H -3.859676 -4.386518 7.337349 -0.0038 0.0039 0.0105 0.12
H -4.854109 -3.945251 5.956607 0.0121 -0.0099 0.0095 0.09
H -2.111451 -4.091506 5.752873 0.1027 0.0801 -0.0223 0.11
H -3.017250 -2.858544 4.843629 0.1062 0.0405 -0.0353 0.08
H -3.297524 -0.730761 8.328783 0.1000 0.0192 -0.0229 0.11
H -2.915090 -2.385719 8.876496 0.0730 -0.0024 -0.0262 0.11
C 1.898610 -3.038800 -3.859604 0.0747 0.0463 0.1412 -0.21
C 1.359408 -3.764761 -2.624637 -0.0340 -0.0079 -0.0497 -0.20
C 0.971885 -2.687063 -1.608469 0.0963 -0.1938 0.0529 -0.22
S 0.524508 -1.211224 -2.556763 0.4068 -0.6132 -0.1177 0.68
O 1.467324 -0.166442 -2.261254 -0.1901 0.1508 0.0698 -0.30
O -0.898506 -0.972312 -2.405024 0.0322 0.0933 0.2787 -0.33
C 0.906433 -1.922162 -4.154950 -0.1101 0.0624 -0.2870 -0.22
H 2.001137 -3.709180 -4.710294 -0.0061 0.0190 -0.0227 0.12
H 2.881500 -2.615271 -3.644052 0.0047 0.0100 -0.0291 0.13
H 0.479751 -4.351216 -2.895885 -0.0127 0.0211 -0.0160 0.12
H 2.093258 -4.450771 -2.205654 0.0022 0.0088 0.0210 0.12
H 0.115176 -2.984808 -1.009187 -0.0427 0.0490 -0.0341 0.08
H 1.812441 -2.418464 -0.967505 -0.0111 0.1134 -0.0196 0.10
H 1.306533 -1.140143 -4.796691 -0.0752 0.0896 0.0506 0.11
H -0.023136 -2.313527 -4.568926 -0.0319 0.0478 0.0149 0.11
C 0.876495 4.522019 -4.522234 -0.0971 0.1573 0.0971 -0.22
C 1.655891 5.810206 -4.813052 0.0237 -0.0381 0.0764 -0.22
C 1.968854 6.467972 -3.462132 -0.0035 0.0680 -0.2920 -0.21
S 2.059848 5.130057 -2.265579 -0.0011 0.1833 -0.5076 0.67
O 0.976058 5.290647 -1.324082 0.0481 0.0324 0.0630 -0.33
O 3.419749 4.971505 -1.813215 -0.0862 -0.0385 0.2408 -0.32
C 1.636617 3.815237 -3.405434 -0.1138 -0.1214 -0.1632 -0.22
H 0.798655 3.890364 -5.402953 0.0241 -0.0012 0.0748 0.07
H -0.134805 4.769486 -4.188891 0.0042 -0.0315 0.0371 0.12
H 2.582478 5.563566 -5.331776 -0.0056 -0.0240 -0.0097 0.11
H 1.094636 6.483227 -5.456517 0.0212 0.0003 -0.0279 0.11
H 2.920319 6.993350 -3.462235 0.0064 -0.0005 0.1106 0.10
H 1.174201 7.138547 -3.141385 -0.0095 -0.0541 0.1026 0.10
H 1.054967 3.060266 -2.879474 0.0642 0.0279 0.1094 0.10
H 2.567153 3.382775 -3.773090 0.0231 0.0234 0.0209 0.11
C -6.254525 -4.401363 3.159646 0.0268 0.1006 0.0519 -0.21
C -6.790328 -3.084127 3.738660 0.0336 -0.0384 -0.0663 -0.20
C -5.774225 -1.987600 3.395880 -0.1776 -0.0351 0.1685 -0.20
S -4.961933 -2.514366 1.875978 -0.3818 -0.0078 0.0715 0.69
O -3.561587 -2.758729 2.135595 -0.5715 0.1957 0.0757 -0.33
O -5.331811 -1.640999 0.789638 0.2101 0.0468 -0.0452 -0.32
C -5.813286 -4.081785 1.735051 -0.0893 -0.1863 0.0853 -0.22
H -7.008322 -5.186189 3.173703 0.0070 -0.0121 0.0013 0.12
H -5.398476 -4.746134 3.745332 0.0084 -0.0318 -0.0344 0.11
H -7.753493 -2.850333 3.282883 0.0018 -0.0003 -0.0104 0.12
H -6.946567 -3.148636 4.814624 -0.0148 0.0157 0.0090 0.11
H -6.240346 -1.021521 3.220290 0.0978 0.0437 -0.0562 0.11
H -5.003660 -1.890947 4.159422 0.0792 0.0132 -0.0695 0.08
H -5.135776 -4.816282 1.306249 0.0606 0.0810 -0.0511 0.11
H -6.668148 -3.930019 1.076625 0.0205 0.0442 -0.0233 0.11
C 1.491783 2.148651 -10.127370 -0.0699 -0.0158 0.0870 -0.22
C 0.033506 2.380047 -9.706347 0.0636 0.0251 -0.0087 -0.21
C 0.046739 2.849893 -8.245562 -0.1728 -0.1144 -0.1787 -0.22
S 1.627020 3.682363 -8.005934 -0.0862 -0.0352 -0.3978 0.66
O 2.408033 2.927526 -7.054075 -0.0033 0.0867 0.0967 -0.33
O 1.406650 5.094365 -7.825868 0.0979 -0.0205 0.1663 -0.31
C 2.264951 3.372658 -9.648166 0.0250 -0.1461 -0.1913 -0.22
H 1.586672 2.017269 -11.203641 0.0043 -0.0042 -0.0028 0.12
H 1.880551 1.250485 -9.642845 0.0326 0.0035 -0.0121 0.12
H -0.409698 3.151907 -10.337542 0.0103 0.0153 0.0067 0.12
H -0.567903 1.479768 -9.820258 -0.0118 0.0036 -0.0001 0.11
H -0.751690 3.554238 -8.026030 0.0583 0.0403 0.0992 0.10
H 0.008024 2.014187 -7.549269 0.0817 0.0282 0.0434 0.10
H 3.340230 3.222476 -9.589072 0.0054 0.0599 0.1002 0.11
H 2.041184 4.249950 -10.254240 -0.0029 0.0347 0.0444 0.11
```
Forces are in eV/Å.